The following is a DFT calculation (the ωB97M-V functional and the def2-TZVPD basis) of the molecule C5H6Br2 at a distorted geometry.

Cartesian coordinates (Å):
C1 -1.048 0.716 -0.724
C2 -1.276 0.260 0.653
C3 1.451 0.546 0.233
C4 0.551 -1.389 -0.109
C5 0.110 -0.008 0.044
Br1 2.361 1.040 -1.276
Br2 0.693 -2.352 1.402
H1 -1.496 0.304 -1.573
H2 -0.890 1.739 -1.049
H3 -1.498 1.074 1.458
H4 -1.846 -0.696 0.890
H5 1.894 0.265 1.128
H6 0.994 -1.498 -1.077

Force components x, y, z for each atom (eV/Å):
C 1.4121 -0.3468 -0.2375
C -0.6550 0.9529 2.5935
C -2.4681 -1.8334 -0.7440
C 0.5651 3.4508 -1.1839
C -3.0930 1.4874 -0.2453
Br 0.7635 0.5560 -0.4794
Br 0.2125 -1.4877 0.9885
H -0.7119 -1.5381 -0.8660
H 0.3280 0.3398 1.0959
H 0.7999 -1.5569 -1.4482
H 0.7391 1.3752 -0.6717
H 1.5299 0.0318 1.2776
H 0.5781 -1.4310 -0.0795

Summary:
- lowest unoccupied orbital energy (alpha / beta) (Ha) = 0.00305 / 0.00301
- 2S+1 = 1
- HOMO (alpha / beta) (eV) = -7.87 / -7.86